<1>
Formula: C4H8ClN
Source: the Open Molecules 2025 dataset
Level of theory: ωB97M-V with the def2-TZVPD basis set

```
14
Properties=species:S:1:pos:R:3
C -0.608 -0.024 1.527
C -0.150 -0.027 0.113
C 0.970 0.692 -0.760
C 1.067 -0.849 -0.585
H -1.170 -0.929 1.958
H -1.210 0.805 1.669
H 0.189 0.286 2.033
H -1.689 -0.649 -0.669
H -1.818 0.958 -0.980
H 0.598 0.951 -1.810
H 1.862 1.365 -0.257
H 0.804 -1.392 -1.575
N -1.233 0.090 -0.975
Cl 2.389 -1.277 0.312
```

Calculated values
Structure (SMILES) ... C[C@@]1(N)C[C@H]1Cl
Total charge ... 0

***

<2>
Formula: C4H8ClN
Source: the Open Molecules 2025 dataset
Level of theory: ωB97M-V with the def2-TZVPD basis set

```
14
Properties=species:S:1:pos:R:3
C 0.111 0.945 0.914
C -0.447 1.179 -0.427
C 0.251 -0.055 -0.207
C -0.242 -1.448 -0.049
N 1.924 0.020 -0.892
Cl 3.066 0.293 0.392
H 1.035 1.408 1.082
H -0.574 0.733 1.704
H -1.471 0.886 -0.450
H -0.169 2.141 -0.999
H 0.548 -2.212 -0.168
H -1.004 -1.732 -0.784
H -0.631 -1.612 1.008
H 2.160 -0.784 -1.597
```

Calculated values
Structure (SMILES) ... CC1(NCl)CC1
Total charge ... 0

***

<3>
Formula: C4H8ClN
Source: the Open Molecules 2025 dataset
Level of theory: ωB97M-V with the def2-TZVPD basis set

```
14
Properties=species:S:1:pos:R:3
C -0.684 0.322 0.420
C 0.136 -0.789 0.644
C 1.096 -0.253 -0.369
C 0.531 1.146 -0.135
H -1.765 -1.553 -0.844
H -2.396 0.256 -0.719
H -1.110 0.794 1.274
H -0.116 -1.685 0.311
H 0.579 -0.765 1.655
H 0.924 -0.841 -1.230
H 0.840 1.800 0.844
H 0.523 1.986 -0.978
N -1.498 -0.277 -0.708
Cl 2.939 -0.142 -0.167
```

Calculated values
Total charge ... 0

***

Top of the stability list: <1>, leading by 10.0 kcal/mol.

***

<1>
Formula: C7H7F2O2P
Source: the Open Molecules 2025 dataset
Level of theory: ωB97M-V with the def2-TZVPD basis set

```
19
Properties=species:S:1:pos:R:3
C -2.049 -1.376 1.886
C -1.028 -1.110 1.007
C -2.757 -0.325 2.395
C -0.679 0.180 0.646
C -2.443 0.970 2.018
C -1.470 1.259 1.092
C 2.478 1.177 -1.995
O 3.281 0.232 -2.007
O 2.961 2.378 -1.666
F -3.230 1.978 2.448
F -1.129 2.508 0.797
P 0.819 0.592 -0.674
H -2.084 -2.472 1.945
H -0.465 -2.019 0.687
H -3.562 -0.320 3.223
H 4.237 0.558 -1.895
H 2.215 2.843 -1.263
H 0.853 -0.572 -1.258
H -0.014 1.019 -1.673
```

Calculated values
Structure (SMILES) ... OC(O)=[PH2]c1cccc(F)c1F
Total charge ... 0

***

<2>
Formula: C7H7F2O2P
Source: the Open Molecules 2025 dataset
Level of theory: ωB97M-V with the def2-TZVPD basis set

```
19
Properties=species:S:1:pos:R:3
C -0.755 -2.078 -0.515
C -0.048 -0.910 -0.130
C -2.010 -1.855 -1.110
C -0.472 0.264 -0.513
C -2.406 -0.608 -1.554
C -1.572 0.488 -1.234
C 0.279 1.523 0.308
O 0.089 1.233 1.747
O -0.161 2.755 -0.023
F -3.644 -0.395 -2.010
F -2.046 1.710 -1.576
P 2.203 1.722 0.019
H -0.522 -3.045 -0.033
H 0.900 -1.122 0.416
H -2.765 -2.590 -1.252
H -0.315 1.939 2.198
H -1.184 2.851 -0.086
H 2.438 1.410 -1.303
H 2.356 0.375 0.312
```

Calculated values
Structure (SMILES) ... OC(O)(P)c1cccc(F)c1F
Total charge ... 0

***

Top of the stability list: <2>, leading by 38.6 kcal/mol.

***

<1>
Formula: C4H9N2O
Source: the Open Molecules 2025 dataset
Level of theory: ωB97M-V with the def2-TZVPD basis set

```
16
Properties=species:S:1:pos:R:3
C 2.311 0.562 -0.243
C 0.310 -0.660 1.320
C 0.216 -1.037 -0.136
C 0.724 0.311 0.223
N -0.026 1.472 -0.241
N -1.109 -0.918 -0.668
O 3.014 -0.348 -0.413
H 2.567 1.693 -0.155
H -0.538 -0.193 1.901
H 1.028 -0.859 2.086
H 0.779 -1.847 -0.476
H 0.519 2.077 -0.728
H -0.605 1.875 0.470
H -1.070 0.232 -0.665
H -1.878 -1.395 -0.123
H -1.268 -1.245 -1.716
```

Calculated values
Total charge ... +1
2S+1 ... 3

***

<2>
Formula: C4H9N2O
Source: the Open Molecules 2025 dataset
Level of theory: ωB97M-V with the def2-TZVPD basis set

```
16
Properties=species:S:1:pos:R:3
C -1.621 0.167 0.096
C -2.032 -1.091 -0.381
C -1.667 1.479 0.385
C 2.722 -0.472 0.388
N 0.368 -0.532 0.532
N 1.343 -0.025 0.172
O 1.377 1.088 -0.692
H -3.125 -1.045 -0.435
H -1.638 -2.000 0.284
H -1.729 -1.395 -1.410
H 0.625 1.288 -1.245
H -0.937 2.367 0.740
H -2.666 1.749 0.253
H 2.789 -1.134 1.279
H 3.343 0.498 0.531
H 2.847 -0.940 -0.498
```

Calculated values
Total charge ... +1
2S+1 ... 3

***

Top of the stability list: <1>, leading by 83.4 kcal/mol.

***

<1>
Formula: CH2N4O2
Source: the Open Molecules 2025 dataset
Level of theory: ωB97M-V with the def2-TZVPD basis set

```
9
Properties=species:S:1:pos:R:3
C 0.834 1.218 -0.115
N 0.105 0.737 -1.113
N 1.107 0.263 0.755
N -0.205 -0.479 -0.908
N 0.605 -0.831 0.410
O -1.310 -1.392 1.213
O -0.748 -1.227 -1.586
H 1.264 2.234 -0.012
H -1.652 -0.523 1.357
```

Calculated values
Total charge ... 0
2S+1 ... 3

***

<2>
Formula: CH2N4O2
Source: the Open Molecules 2025 dataset
Level of theory: ωB97M-V with the def2-TZVPD basis set

```
9
Properties=species:S:1:pos:R:3
C 1.925 0.622 -0.026
N 2.027 1.656 -0.299
N -1.581 0.192 -0.082
N -0.299 0.079 -0.131
N 0.335 -0.912 0.082
O 1.633 -0.685 0.325
O 0.072 -2.111 0.008
H -1.886 1.116 -0.541
H -2.224 0.044 0.665
```

Calculated values
Total charge ... 0
2S+1 ... 3

***

Top of the stability list: <1>, leading by 58.4 kcal/mol.

***

<1>
Formula: H2
Source: the Open Molecules 2025 dataset
Level of theory: ωB97M-V with the def2-TZVPD basis set

```
2
Properties=species:S:1:pos:R:3
H 0.042 -0.372 0.409
H -0.042 0.372 -0.409
```

Calculated values
Total charge ... 0

***

<2>
Formula: H2
Source: the Open Molecules 2025 dataset
Level of theory: ωB97M-V with the def2-TZVPD basis set

```
2
Properties=species:S:1:pos:R:3
H 0.000 0.000 1.096
H 0.000 0.000 -1.096
```

Calculated values
Total charge ... 0

***

Top of the stability list: <1>, leading by 98.9 kcal/mol.

***

<1>
Formula: C5H6N2O2
Source: the Open Molecules 2025 dataset
Level of theory: ωB97M-V with the def2-TZVPD basis set

```
15
Properties=species:S:1:pos:R:3
C 2.335 0.210 0.818
C 0.995 -0.072 1.030
C 1.330 0.666 -0.958
C -1.055 -0.174 -0.656
C -2.313 0.299 0.318
N 2.477 0.674 -0.432
N 0.370 0.109 -0.158
O -1.326 -1.499 -0.853
O -2.683 1.383 0.555
H 3.219 0.159 1.480
H 0.388 -0.522 1.834
H 0.942 0.955 -1.966
H -1.172 0.344 -1.577
H -2.755 -0.508 0.775
H -0.753 -2.025 -0.210
```

Calculated values
Structure (SMILES) ... O=C[C@H](O)n1ccnc1
Total charge ... 0

***

<2>
Formula: C5H6N2O2
Source: the Open Molecules 2025 dataset
Level of theory: ωB97M-V with the def2-TZVPD basis set

```
15
Properties=species:S:1:pos:R:3
C -0.927 1.570 -0.987
C -0.174 2.133 0.036
C -0.890 0.200 -1.151
C 0.608 1.324 0.822
C -0.096 -0.590 -0.329
N 0.689 -0.009 0.629
N 0.070 -2.791 0.567
O 1.495 -0.705 1.333
O -0.059 -1.907 -0.566
H -1.540 2.181 -1.627
H -0.186 3.195 0.219
H -1.467 -0.301 -1.910
H 1.236 1.694 1.617
H 0.465 -3.637 0.163
H 0.776 -2.356 1.184
```

Calculated values
Structure (SMILES) ... NOc1cccc[n+]1[O-]
Total charge ... 0

***

Top of the stability list: <1>, leading by 40.6 kcal/mol.